1.
{"formula": "C4H5N3", "method": "ωB97M-V/def2-TZVPD", "symbols": ["H", "N", "C", "C", "N", "N", "C", "C", "H", "H", "H", "H"], "positions_angstrom": [[-1.035056, 2.542945, -0.048695], [-1.789900, 1.780742, -0.011347], [-1.016911, 0.665245, -0.176067], [-1.688860, -0.641068, 0.100920], [-2.539888, -1.595350, -0.021912], [0.372108, 0.550424, -0.090178], [1.142066, -0.326240, 0.837919], [1.265042, -0.475012, -0.694088], [2.008805, 0.283230, 1.105407], [0.482961, -0.932870, 1.429832], [2.168847, -0.434200, -1.332194], [0.630782, -1.417846, -1.099599]], "forces_ev_per_angstrom": [[-1.312, -0.862, -0.017], [4.846, -3.161, -1.237], [-2.607, 1.459, 2.912], [-8.227, -6.979, -2.423], [7.556, 7.773, 1.390], [2.452, 1.788, -1.481], [0.169, 1.678, -3.093], [-3.761, -3.831, 0.386], [-0.525, -0.588, 1.372], [0.592, -0.639, 0.428], [-0.569, 1.275, 0.775], [1.386, 2.088, 0.988]], "spin_multiplicity": 1, "total_energy_ha": -319.51555, "homo_ev": -10.01, "de_lowest_kcal_mol": 123.4, "gap_ev": 9.3089}

2.
{"formula": "C4H5N3", "method": "ωB97M-V/def2-TZVPD", "symbols": ["C", "N", "C", "C", "N", "C", "N", "H", "H", "H", "H", "H"], "positions_angstrom": [[1.102374, -0.587654, 1.173761], [0.080668, 0.326595, 0.580599], [-0.919963, 0.126203, -0.449826], [-1.363291, 1.455892, -0.977375], [-1.688180, 2.503925, -1.339455], [-0.360527, -0.721484, -1.530578], [0.275738, -1.472158, -2.137869], [1.337021, -0.454384, 2.639793], [2.053407, -0.397071, 0.612620], [0.836197, -1.662697, 1.019714], [0.490034, 1.237858, 0.494449], [-1.843479, -0.355025, -0.085832]], "forces_ev_per_angstrom": [[0.038, -0.290, 1.557], [0.547, 0.559, 1.632], [0.051, -0.170, 0.013], [0.066, 0.461, -0.023], [0.306, -1.117, 0.345], [0.819, -0.877, -0.454], [-0.775, 0.724, 0.315], [-0.944, -0.145, -4.703], [-0.518, -0.287, 1.059], [0.091, 0.981, 0.276], [-0.027, 0.216, -0.077], [0.346, -0.056, 0.060]], "spin_multiplicity": 1, "total_energy_ha": -319.57166, "homo_ev": -9.89, "de_lowest_kcal_mol": 88.2, "gap_ev": 10.3495}

3.
{"formula": "C4H5N3", "method": "ωB97M-V/def2-TZVPD", "symbols": ["N", "C", "N", "C", "C", "C", "N", "H", "H", "H", "H", "H"], "positions_angstrom": [[-0.179910, 1.604630, -1.348385], [0.016638, 0.518420, -0.549704], [1.081288, -0.241444, -0.722349], [1.259966, -1.243695, 0.164000], [0.427947, -1.635527, 1.247113], [-0.676044, -0.829444, 1.295371], [-0.918430, 0.230423, 0.367881], [-1.134663, 1.892799, -1.517196], [0.428152, 1.617995, -2.157457], [2.182685, -1.802293, -0.025347], [-1.523042, -0.966565, 1.981745], [-0.964586, 0.854701, 1.264329]], "forces_ev_per_angstrom": [[0.022, -0.090, -0.158], [0.607, -0.221, -0.442], [-0.020, -0.058, -0.152], [-0.061, 0.080, 0.000], [-0.203, -0.100, 0.163], [0.637, -1.713, -1.050], [-0.599, 1.145, 4.192], [0.212, -0.062, 0.139], [-0.062, 0.091, 0.177], [-0.181, 0.180, 0.027], [0.382, 0.303, -0.154], [-0.733, 0.444, -2.741]], "spin_multiplicity": 1, "total_energy_ha": -319.56360, "homo_ev": -7.34, "de_lowest_kcal_mol": 93.3, "gap_ev": 7.2421}

4.
{"formula": "C4H5N3", "method": "ωB97M-V/def2-TZVPD", "symbols": ["N", "C", "N", "C", "C", "C", "N", "H", "H", "H", "H", "H"], "positions_angstrom": [[-1.675382, 1.437211, 1.520967], [-0.325539, 0.366272, 0.418577], [0.303620, 0.807060, 1.336369], [1.488265, -0.578668, 0.178416], [1.123112, -1.221587, -0.938448], [-0.219396, -0.876728, -1.371419], [-0.960009, -0.062693, -0.669576], [-2.031586, 1.813232, 0.635509], [-1.254031, 2.256827, 1.967821], [2.406720, -0.666873, 0.745218], [1.719041, -1.933148, -1.507802], [-0.668250, -1.274847, -2.281191]], "forces_ev_per_angstrom": [[-0.172, 0.240, -0.060], [0.261, 0.237, 0.411], [-0.362, -0.344, -0.611], [0.148, -0.200, -0.155], [0.035, 0.163, 0.205], [-0.094, 0.046, 0.063], [0.205, -0.194, 0.068], [0.066, 0.103, 0.070], [-0.163, -0.095, 0.045], [0.048, -0.083, -0.222], [-0.099, 0.060, 0.049], [0.128, 0.067, 0.138]], "spin_multiplicity": 1, "total_energy_ha": -319.41873, "homo_ev": [-7.66, -7.60], "de_lowest_kcal_mol": 184.2, "gap_ev": [6.8117, 6.7379]}

5.
{"formula": "C4H5N3O", "method": "ωB97M-V/def2-TZVPD", "symbols": ["N", "C", "C", "N", "C", "O", "C", "N", "H", "H", "H", "H", "H"], "positions_angstrom": [[-2.801992, 0.154088, 0.375241], [-1.817369, -0.667509, -0.257919], [-0.425586, -0.394900, -0.006826], [0.699595, -1.132898, -0.232377], [1.669745, -0.130553, -0.047555], [2.752860, -0.403147, 0.393979], [1.006704, 1.361524, -0.279540], [-0.328077, 1.074190, 0.028982], [-2.527710, 0.435816, 1.382330], [-2.313683, 1.102810, -0.239374], [-1.950317, -1.701982, 0.030924], [-2.108697, -0.836043, -1.404845], [1.289872, 2.545544, -0.572753]], "forces_ev_per_angstrom": [[2.204, 5.250, -1.264], [-1.889, -4.644, -1.084], [3.736, 0.626, -2.892], [-4.460, 3.184, 1.462], [1.989, 0.086, 0.149], [-0.416, 1.216, -0.639], [-5.020, -0.338, 1.134], [6.505, 1.285, -1.389], [-0.319, -0.862, -2.054], [-2.874, -2.324, 2.934], [-0.220, -0.716, 0.394], [1.122, 0.988, 2.103], [-0.359, -3.751, 1.145]], "spin_multiplicity": 1, "total_energy_ha": -394.76746, "homo_ev": -10.18, "de_lowest_kcal_mol": 125.6, "gap_ev": 8.3280}

6.
{"formula": "C4H5N3O", "method": "ωB97M-V/def2-TZVPD", "symbols": ["H", "N", "C", "O", "N", "C", "C", "N", "C", "H", "H", "H", "H"], "positions_angstrom": [[-0.555091, 0.126613, -2.610885], [0.434336, -0.406671, -2.330606], [0.540135, -0.247065, -1.062307], [1.549272, -0.724605, -0.368714], [1.308780, -0.355808, 1.023919], [-0.027391, 0.232638, 0.995269], [-0.418877, 0.154889, -0.231302], [-1.919762, 0.365218, 0.162156], [-1.305086, 0.741709, 1.641049], [2.037137, 0.196598, 1.376284], [-2.302533, 1.192426, -0.262915], [-1.491796, 1.857436, 1.948438], [-1.578054, -0.088435, 2.454254]], "forces_ev_per_angstrom": [[3.255, -2.045, 0.841], [-2.226, 2.047, -1.067], [-0.408, -2.034, -6.020], [1.880, 0.600, 2.331], [-2.570, -1.157, 0.615], [3.468, 0.565, 0.908], [-6.678, 2.523, 3.818], [2.247, 0.099, 0.875], [-0.764, -2.011, 0.073], [1.433, 0.981, 0.048], [-0.168, 0.539, -0.219], [0.718, -2.355, -0.559], [-0.187, 2.248, -1.642]], "spin_multiplicity": 1, "total_energy_ha": -394.69977, "homo_ev": -8.46, "de_lowest_kcal_mol": 168.0, "gap_ev": 8.9791}

7.
{"formula": "C4H5N3O", "method": "ωB97M-V/def2-TZVPD", "symbols": ["C", "C", "C", "N", "N", "O", "N", "C", "H", "H", "H", "H", "H"], "positions_angstrom": [[-3.037227, -0.904816, -0.031869], [-2.060159, -0.250417, 0.000301], [-0.810113, 0.443577, 0.132942], [-0.651883, 1.629963, -0.228596], [0.518373, 2.286817, 0.213925], [0.152824, -0.330448, 0.624582], [1.211324, -0.445737, -0.263740], [1.941386, -1.516431, -0.074736], [-3.949913, -1.575210, -0.201044], [1.363152, 1.626883, 0.322169], [0.734337, 3.035492, -0.425493], [1.683275, -2.411474, 0.597579], [2.904628, -1.588202, -0.666018]], "forces_ev_per_angstrom": [[-4.188, -3.019, -0.756], [2.030, 1.466, 0.033], [-1.418, 0.128, -1.168], [0.765, 2.133, 0.691], [0.828, -2.089, -0.270], [1.409, -2.169, 1.574], [2.501, -2.029, 0.121], [-0.825, 0.551, -0.099], [2.023, 1.603, 0.540], [-1.753, 1.454, -0.409], [-0.068, -0.004, -0.084], [0.208, 1.735, -0.727], [-1.513, 0.241, 0.555]], "spin_multiplicity": 1, "total_energy_ha": -394.72311, "homo_ev": -8.82, "de_lowest_kcal_mol": 153.4, "gap_ev": 9.4676}

8.
{"formula": "C4H5N3O", "method": "ωB97M-V/def2-TZVPD", "symbols": ["H", "N", "C", "C", "N", "C", "C", "N", "O", "H", "H", "H", "H"], "positions_angstrom": [[-0.896470, -2.623292, 0.821536], [-0.905552, -1.650558, 0.958894], [-0.105823, -0.884747, 0.212000], [0.533175, -0.965606, -1.001899], [0.994733, 0.070815, -1.670132], [0.839255, 1.381163, -1.211903], [0.108424, 1.456584, -0.080426], [-0.102705, 0.396970, 0.725356], [-0.913788, 0.587375, 1.803359], [0.883944, -1.994389, -1.349254], [1.053636, 2.331729, -1.772019], [-0.038830, 2.196182, 0.721280], [-1.450000, -0.302226, 1.843209]], "forces_ev_per_angstrom": [[0.063, -1.272, -0.709], [1.554, 1.553, -0.809], [-3.713, -0.756, 4.187], [3.216, -0.833, -2.745], [0.417, 0.450, -0.174], [-1.390, -0.844, -0.571], [1.077, 1.391, 3.766], [-1.155, -1.484, -1.544], [-0.378, -0.161, 0.363], [-0.951, 1.455, 0.101], [0.162, -1.662, 0.261], [-0.104, 1.541, -1.731], [1.201, 0.622, -0.395]], "spin_multiplicity": 1, "total_energy_ha": -394.80629, "homo_ev": -8.56, "de_lowest_kcal_mol": 101.2, "gap_ev": 8.4372}

9.
{"formula": "C4H5N3O", "method": "ωB97M-V/def2-TZVPD", "symbols": ["O", "C", "N", "C", "C", "N", "N", "C", "H", "H", "H", "H", "H"], "positions_angstrom": [[-2.409424, 1.320544, -0.359252], [-1.347789, 0.805818, -0.007980], [-1.213059, -0.123389, 1.010598], [0.177715, -0.377087, 0.713870], [0.696495, -1.365876, -0.221569], [1.336979, -0.741082, -1.276920], [0.794493, 0.471820, -1.376946], [0.169539, 0.882188, -0.086484], [-2.009085, -0.787638, 1.298096], [0.617968, -0.514770, 1.771144], [0.951751, -2.462344, -0.082142], [1.515270, 1.181312, -1.550565], [0.719145, 1.710502, 0.168148]], "forces_ev_per_angstrom": [[2.764, -0.613, -0.327], [-3.847, 1.135, 1.660], [-3.339, -1.611, -0.587], [0.405, -1.202, 4.371], [3.898, -0.520, -3.902], [-2.922, -3.871, 3.115], [0.650, 3.015, 0.368], [0.409, -1.314, -3.182], [1.871, 1.248, -0.620], [0.375, 0.471, -1.703], [-0.480, 1.697, 0.097], [-0.234, -0.650, -0.723], [0.452, 2.215, 1.433]], "spin_multiplicity": 1, "total_energy_ha": -394.82254, "homo_ev": -9.03, "de_lowest_kcal_mol": 91.0, "gap_ev": 9.4906}

10.
{"formula": "C4H5N3O", "method": "ωB97M-V/def2-TZVPD", "symbols": ["C", "C", "C", "C", "N", "N", "N", "O", "H", "H", "H", "H", "H"], "positions_angstrom": [[-2.691566, -0.683332, 0.078203], [-2.071200, 0.564250, -0.010808], [0.200927, 0.410985, -0.285665], [1.905503, -1.255034, 0.210566], [-2.806831, -1.830799, -0.092381], [-2.415156, 1.706463, 0.199720], [0.572922, 1.611366, -0.270671], [0.533587, -0.792875, -0.038064], [2.109492, -2.112908, 0.815583], [2.464635, -0.522710, 0.728927], [2.310621, -1.542349, -0.847119], [-1.635837, 2.406713, -0.061813], [1.522901, 2.040224, -0.426472]], "forces_ev_per_angstrom": [[0.264, -2.614, -0.687], [3.918, -0.536, -0.278], [-2.675, 3.249, 1.231], [0.823, 0.118, -3.395], [-0.388, 1.392, 0.535], [0.254, 2.677, -0.583], [0.599, -0.910, -0.886], [0.617, -2.355, 0.589], [-1.572, -0.918, 0.448], [0.611, 1.377, -0.078], [-0.365, 0.897, 2.000], [-0.879, -1.178, 0.670], [-1.207, -1.198, 0.435]], "spin_multiplicity": 1, "total_energy_ha": -394.74866, "homo_ev": -8.52, "de_lowest_kcal_mol": 137.4, "gap_ev": 8.5363}